No. 1
{"formula": "H10NO3", "method": "wB97M-V/def2-TZVPD", "lumo_energy_ev": -3.670, "total_energy_ev": -7788.85645, "e_homo_ev": -15.4200, "molar_mass_da": 72.1, "charge": 1, "species": ["N", "H", "H", "H", "H", "H", "H", "O", "H", "H", "O", "H", "H", "O"], "positions_angstrom": [[-1.2958, -0.0562, -1.7269], [-1.7581, 0.8169, -1.9712], [-0.3050, 0.0342, -1.4377], [-1.7639, -0.3306, -0.8609], [-1.3390, -0.7277, -2.4806], [1.7736, -0.4197, -0.2664], [1.6082, 1.0259, -0.5966], [1.6243, 0.1683, -1.0351], [-2.2175, 0.2123, 1.4170], [-1.6141, 1.5524, 1.9633], [-1.6224, 0.9410, 1.2234], [1.0759, -0.4775, 2.0347], [1.6588, -1.8283, 1.9251], [1.4349, -1.0747, 1.3763]], "forces_ev_per_a": [[-0.10, 0.22, 1.03], [0.45, 0.26, -0.34], [0.77, 0.55, -0.19], [-0.13, -0.54, -0.26], [-0.35, -0.37, -0.14], [0.00, -0.11, -0.25], [0.23, 0.28, -0.22], [-0.76, -0.05, 0.28], [-0.13, 0.22, 0.63], [-0.26, -0.06, 0.16], [0.32, -0.30, -0.83], [-0.18, 0.50, -0.03], [0.33, -0.49, -0.18], [-0.19, -0.11, 0.36]]}

=====

No. 2
{"formula": "C33H29Cl3IrN3O4S", "method": "wB97M-V/def2-TZVPD", "lumo_energy_ev": [-7.915, -7.688], "total_energy_ev": -98576.73399, "e_homo_ev": [-12.2957, -12.3810], "molar_mass_da": 862.3, "charge": 2, "species": ["Ir", "C", "O", "C", "N", "C", "C", "C", "C", "C", "C", "C", "C", "C", "C", "C", "C", "N", "C", "N", "C", "C", "O", "C", "C", "C", "C", "C", "C", "H", "H", "H", "H", "H", "H", "H", "H", "H", "H", "H", "H", "H", "H", "H", "H", "H", "H", "H", "Cl", "C", "C", "C", "Cl", "C", "O", "C", "Cl", "C", "H", "H", "O", "S", "C", "C", "C", "C", "H", "H", "H", "H", "H", "H", "H", "H"], "positions_angstrom": [[0.4395, -0.2070, 0.3796], [0.3684, 4.4546, 0.2373], [0.8736, 3.9851, 1.4948], [1.0440, 2.6792, 1.3773], [0.7863, 2.1460, 0.2379], [0.4924, 3.2199, -0.6989], [-0.6674, 3.0048, -1.6436], [-1.0665, 4.0656, -2.4530], [-2.0418, 3.8857, -3.4156], [-2.6108, 2.6375, -3.6065], [-2.2253, 1.5773, -2.8009], [-1.2684, 1.7666, -1.8176], [1.5791, 1.8800, 2.4819], [2.2164, 2.3887, 3.6124], [2.8016, 1.4893, 4.4972], [2.7095, 0.1241, 4.2615], [2.0051, -0.2946, 3.1369], [1.4759, 0.5708, 2.2760], [1.7657, -1.6907, 2.7775], [1.0358, -1.9822, 1.7604], [1.0014, -3.4249, 1.6210], [1.8786, -3.8991, 2.8174], [2.2812, -2.6851, 3.4657], [1.5364, -3.8669, 0.2786], [1.0694, -5.0431, -0.2947], [1.5921, -5.4878, -1.4980], [2.5716, -4.7485, -2.1451], [3.0255, -3.5633, -1.5879], [2.5133, -3.1259, -0.3758], [0.9756, 5.3049, -0.0721], [-0.6709, 4.7717, 0.3772], [1.3846, 3.3177, -1.3365], [-0.5957, 5.0297, -2.3449], [-2.3447, 4.7180, -4.0314], [-3.3347, 2.4874, -4.3908], [-2.6632, 0.6006, -2.9488], [-0.9567, 0.9284, -1.1917], [2.2704, 3.4522, 3.7812], [3.3333, 1.8462, 5.3651], [3.1549, -0.6036, 4.9234], [-0.0339, -3.7646, 1.7260], [2.7786, -4.4292, 2.4951], [1.3354, -4.5071, 3.5430], [0.3048, -5.6133, 0.2110], [1.2502, -6.4196, -1.9229], [2.9907, -5.1057, -3.0734], [3.8020, -2.9906, -2.0734], [2.8658, -2.1950, 0.0488], [-0.2709, -4.3715, -5.6217], [0.2185, -3.2278, -4.4666], [-0.4635, -3.1472, -3.2419], [-0.0937, -2.1981, -2.3289], [-0.9620, -2.0282, -0.8538], [0.9960, -1.2883, -2.5354], [1.3622, -0.4367, -1.6830], [1.6516, -1.4108, -3.8170], [2.9245, -0.3311, -4.1332], [1.2711, -2.3543, -4.7455], [-1.2960, -3.8032, -3.0376], [1.7843, -2.4058, -5.6940], [-1.5315, 0.4157, 1.4701], [-2.1500, 1.7821, 1.3108], [-3.9078, 1.5248, 0.8816], [-4.5291, 2.7542, 1.5155], [-4.0954, 2.7149, 2.9830], [-2.6146, 2.3293, 3.0144], [-4.2402, 0.5990, 1.3498], [-4.0126, 1.4679, -0.1987], [-5.6132, 2.7633, 1.4131], [-4.1351, 3.6512, 1.0305], [-4.6901, 1.9688, 3.5102], [-4.2615, 3.6745, 3.4712], [-2.3995, 1.5027, 3.6877], [-1.9707, 3.1706, 3.2589]], "forces_ev_per_a": [[1.11, 0.10, 2.26], [-0.41, 0.20, -0.85], [0.60, -0.50, 0.90], [-0.17, 0.12, -0.73], [-0.59, -1.39, 0.15], [0.09, 0.54, -0.65], [-0.07, -0.06, -0.07], [0.10, -0.16, 0.25], [-0.05, 0.04, -0.07], [0.02, -0.08, 0.04], [-0.10, -0.01, -0.03], [0.22, -0.09, 0.20], [0.16, 0.15, 0.58], [-0.14, -0.28, -0.22], [-0.07, -0.05, -0.12], [-0.31, 0.06, -0.31], [0.28, 0.04, 0.46], [-0.62, -0.41, -1.98], [-0.28, -0.22, -0.50], [-0.41, 1.45, -1.06], [-0.08, -0.86, -0.41], [-0.30, -0.84, -0.39], [0.20, 1.10, 0.43], [0.01, 0.06, -0.11], [0.04, 0.06, 0.06], [0.03, -0.01, 0.02], [0.04, 0.01, 0.02], [0.09, -0.08, 0.08], [-0.05, -0.08, 0.12], [-0.07, -0.12, 0.03], [0.18, -0.07, 0.01], [-0.09, 0.01, 0.18], [0.07, 0.22, 0.00], [-0.01, 0.07, -0.08], [-0.13, -0.01, -0.06], [-0.03, -0.09, 0.00], [-0.25, 0.24, -0.41], [-0.01, 0.12, -0.07], [0.04, 0.08, 0.08], [0.00, -0.05, 0.01], [0.11, 0.01, 0.03], [-0.15, 0.14, 0.03], [0.05, 0.12, -0.09], [-0.13, -0.13, 0.04], [-0.07, -0.04, -0.05], [0.01, -0.01, -0.10], [0.01, 0.06, -0.10], [0.12, 0.02, 0.00], [-0.13, -0.47, -0.39], [0.00, 0.66, 1.02], [-0.11, -0.22, -0.85], [1.62, 0.95, -0.98], [-0.19, 0.80, 0.80], [-1.07, -2.85, -1.92], [0.26, 2.45, 3.70], [-0.77, -0.15, 1.31], [0.47, 0.30, -0.13], [-0.37, -0.12, 0.16], [-0.02, -0.13, -0.04], [0.02, -0.02, -0.05], [2.00, -1.94, -0.06], [-1.41, 1.03, 0.35], [0.37, 0.25, -0.17], [-0.05, 0.03, 0.14], [-0.20, 0.13, -0.01], [0.16, 0.05, -0.24], [0.11, -0.08, 0.04], [0.09, 0.00, -0.06], [0.04, -0.02, -0.07], [-0.12, 0.07, -0.05], [0.05, 0.01, 0.03], [0.02, -0.06, 0.01], [0.11, -0.11, -0.07], [0.08, 0.03, 0.03]]}

=====

No. 3
{"formula": "H22NO13S", "method": "wB97M-V/def2-TZVPD", "lumo_energy_ev": 1.310, "total_energy_ev": -39298.93641, "e_homo_ev": -3.9950, "molar_mass_da": 276.2, "charge": -1, "species": ["N", "H", "H", "H", "H", "S", "O", "O", "O", "O", "O", "H", "H", "O", "H", "H", "O", "H", "H", "O", "H", "H", "O", "H", "H", "O", "H", "H", "O", "H", "H", "O", "H", "H", "O", "H", "H"], "positions_angstrom": [[0.1144, -0.1383, -0.8990], [-0.6016, 0.4637, -0.8840], [0.9134, 0.4187, -1.6070], [-0.1516, -1.1153, -0.8470], [0.4984, -0.0163, -0.0180], [-1.9676, 0.2177, 2.9690], [-0.5386, 0.1167, 2.7920], [-2.5146, -1.0723, 2.9400], [-2.2096, 0.8387, 4.2300], [-2.5306, 1.0767, 1.9640], [3.5334, -1.4293, 0.9320], [3.2454, -0.7673, 0.3220], [2.8294, -1.7243, 1.4130], [2.9524, -0.5683, -1.8510], [3.6134, 0.1047, -1.6410], [2.7264, -0.5303, -2.8100], [1.1054, 1.4307, 1.5570], [0.6024, 0.8797, 2.0530], [1.3884, 2.1757, 2.1070], [-2.2836, 1.0607, -2.1500], [-2.8196, 0.3097, -1.7480], [-2.0376, 1.6947, -1.3820], [0.9084, 2.1627, -2.3430], [1.0544, 2.9407, -1.8800], [1.5054, 2.0277, -3.0650], [0.9964, -1.6013, 1.7870], [0.5234, -0.8863, 2.1450], [0.2244, -2.2733, 1.8520], [-0.5166, -1.7613, -3.4080], [-1.3366, -2.2343, -3.6930], [-0.3926, -1.0463, -4.1590], [-1.4406, 2.4337, 0.6380], [-0.4046, 2.2127, 0.8050], [-1.8556, 1.7897, 1.1500], [-1.7076, -2.1833, 0.6550], [-1.3816, -3.1143, 0.6890], [-2.0426, -1.8943, 1.3840]], "forces_ev_per_a": [[5.40, -0.17, -2.63], [-4.20, 2.53, -0.34], [-2.91, -2.63, 2.21], [-0.12, -0.29, -1.08], [1.48, 0.41, 2.69], [-0.87, 2.74, 3.01], [3.73, -0.33, -0.91], [-2.03, -5.18, -0.96], [-0.32, 1.02, 2.63], [-2.77, -0.82, -1.25], [4.44, 0.60, -1.69], [-0.70, 0.23, -0.15], [-3.53, -0.88, 1.93], [-0.48, 0.14, -0.93], [-0.06, -0.09, -0.47], [0.63, 0.07, 1.12], [4.27, 4.08, -3.78], [-3.47, -2.71, 3.47], [-0.25, -0.53, -0.08], [-0.26, -0.17, 1.86], [1.01, 1.70, -0.40], [-0.89, -1.24, -1.03], [-1.13, -2.93, -0.83], [0.70, 2.31, 1.18], [0.59, 0.59, -0.43], [-0.41, -4.50, -1.28], [-1.54, 2.29, 1.57], [2.08, 1.53, -0.27], [-0.42, 1.53, -2.75], [0.96, 0.60, 0.40], [-0.55, -2.13, 2.37], [7.16, 3.85, -4.76], [-3.53, 0.87, -0.39], [-1.91, -2.41, 2.27], [4.38, -4.29, -9.10], [-0.85, 1.38, 0.44], [-3.63, 2.83, 8.35]]}

=====

No. 4
{"formula": "C2H3N3O", "method": "wB97M-V/def2-TZVPD", "lumo_energy_ev": 0.850, "total_energy_ev": -8637.53286, "smiles": "Nc1cnon1", "e_homo_ev": -9.7008, "molar_mass_da": 85.1, "charge": 0, "species": ["N", "C", "N", "O", "N", "C", "H", "H", "H"], "positions_angstrom": [[0.2423, 0.6746, 1.4427], [-0.0841, 0.1704, 0.1949], [-1.0826, 0.6689, -0.4854], [-1.1540, -0.0316, -1.6483], [-0.2007, -0.9590, -1.7099], [0.4655, -0.9034, -0.5954], [-0.2418, 1.5424, 1.6513], [1.2291, 0.7425, 1.6456], [0.8264, -1.9046, -0.4954]], "forces_ev_per_a": [[0.05, -0.12, -0.01], [-0.30, -0.07, -0.30], [0.41, 0.29, 0.22], [-0.17, 0.63, -0.39], [-0.57, 0.07, -0.01], [-1.08, -0.53, -0.44], [0.09, -0.26, -0.11], [-0.10, -0.13, -0.10], [1.67, 0.12, 1.13]]}

=====

No. 5
{"formula": "C38H39N2OP3Tc", "method": "wB97M-V/def2-TZVPD", "lumo_energy_ev": [-6.423, -7.363], "spin_multiplicity": 4, "total_energy_ev": -75118.39719, "e_homo_ev": [-12.4898, -13.2905], "molar_mass_da": 730.7, "charge": 2, "species": ["C", "C", "C", "C", "C", "C", "C", "C", "C", "C", "C", "C", "C", "H", "H", "H", "H", "H", "H", "H", "N", "Tc", "C", "H", "H", "C", "H", "H", "P", "P", "C", "H", "H", "H", "C", "H", "H", "H", "C", "H", "H", "H", "C", "H", "H", "H", "C", "O", "H", "N", "P", "C", "C", "C", "C", "C", "C", "C", "C", "C", "C", "C", "C", "C", "C", "C", "C", "C", "C", "H", "H", "H", "H", "H", "H", "H", "H", "H", "H", "H", "H", "H", "H", "H"], "positions_angstrom": [[-1.4670, 3.0451, -4.2711], [-1.2483, 1.7599, -3.7800], [0.0730, 1.2133, -3.7771], [1.1717, 2.0682, -4.1329], [0.9078, 3.3999, -4.5517], [-0.3910, 3.8671, -4.6461], [2.4529, 1.5315, -3.9952], [2.6289, 0.1453, -4.0224], [1.4840, -0.6644, -3.7054], [1.5975, -2.0862, -3.7106], [2.7957, -2.6673, -4.1116], [3.9120, -1.8787, -4.4292], [3.8451, -0.4984, -4.3621], [-2.4883, 3.4305, -4.3037], [1.7635, 4.0229, -4.8188], [-0.5925, 4.8831, -4.9811], [3.3223, 2.1823, -4.0697], [2.8678, -3.7551, -4.1402], [4.8397, -2.3670, -4.7197], [4.7018, 0.1369, -4.5966], [0.3206, -0.0568, -3.3114], [0.0473, -0.3800, -0.8045], [-2.3347, 0.9827, -3.0845], [-2.3946, -0.0579, -3.4286], [-3.3169, 1.4637, -3.1638], [0.4203, -2.9213, -3.2481], [-0.4917, -2.6860, -3.8132], [0.6363, -3.9933, -3.3418], [-1.8505, 0.9757, -1.2880], [0.0459, -2.5932, -1.4687], [1.3561, -3.5755, -0.6674], [1.2362, -3.5268, 0.4221], [1.2787, -4.6194, -1.0036], [2.3424, -3.1761, -0.9366], [-1.4712, -3.5230, -1.1258], [-1.2824, -4.5957, -1.2721], [-1.7746, -3.3382, -0.0865], [-2.2681, -3.1848, -1.8007], [-2.1099, 2.7021, -0.7838], [-3.0109, 3.1074, -1.2679], [-2.2228, 2.7501, 0.3075], [-1.2402, 3.3018, -1.0810], [-3.2251, 0.0955, -0.4919], [-3.1648, 0.2513, 0.5934], [-4.1722, 0.4916, -0.8776], [-3.1607, -0.9797, -0.7042], [1.9407, -0.1643, -0.7996], [3.1005, -0.0119, -0.8044], [0.2076, 1.2884, -1.3458], [-0.1469, -0.4806, 0.9942], [-0.1480, -0.0177, 2.5661], [1.3762, 0.9029, 2.8321], [2.3951, 0.3615, 3.6410], [3.5482, 1.0988, 3.9030], [3.7199, 2.3603, 3.3228], [2.7858, 2.8316, 2.3941], [1.6282, 2.0968, 2.1263], [-1.6713, 0.8771, 2.9170], [-2.8313, 0.1495, 3.2582], [-4.0130, 0.8156, 3.5791], [-4.0707, 2.2102, 3.4881], [-2.9518, 2.9300, 3.0580], [-1.7408, 2.2772, 2.8206], [-0.1760, -1.3711, 3.7362], [-0.1150, -2.7012, 3.2944], [-0.0932, -3.7332, 4.2369], [-0.1613, -3.4459, 5.6051], [-0.2700, -2.1200, 6.0434], [-0.2791, -1.0799, 5.1157], [2.2816, -0.6383, 4.0630], [4.3141, 0.6853, 4.5602], [4.5936, 2.9618, 3.5769], [2.9572, 3.7756, 1.8733], [0.9350, 2.4376, 1.3528], [-2.7918, -0.9421, 3.3066], [-4.8850, 0.2408, 3.8951], [-4.9948, 2.7358, 3.7372], [-3.0146, 4.0107, 2.9126], [-0.8418, 2.8482, 2.5794], [-0.0891, -2.9072, 2.2216], [-0.0217, -4.7661, 3.8920], [-0.1325, -4.2566, 6.3342], [-0.3436, -1.8947, 7.1091], [-0.3696, -0.0474, 5.4577]], "forces_ev_per_a": [[0.08, -1.04, 0.66], [-0.16, 0.42, -0.02], [0.67, -0.09, 0.47], [-0.55, -0.28, 0.33], [-0.38, 0.47, 0.00], [1.00, 0.07, -0.18], [0.29, -0.02, -1.19], [-0.54, -0.39, 0.21], [-0.01, 0.69, 0.39], [0.24, -0.39, 0.17], [-1.06, 0.29, 0.58], [0.56, 1.01, -0.15], [0.38, -0.53, 0.04], [0.30, -0.10, -0.02], [-0.34, -0.06, 0.05], [0.13, -0.26, 0.00], [-0.10, -0.07, -0.08], [0.01, 0.26, -0.07], [-0.19, 0.16, 0.02], [-0.15, -0.35, 0.02], [-0.61, -0.33, -0.49], [-1.17, 2.84, -4.56], [0.69, -0.11, 0.14], [-0.01, 0.21, 0.08], [0.21, -0.09, 0.01], [-0.04, 0.52, -0.10], [0.21, -0.04, 0.02], [-0.08, 0.24, -0.01], [-1.74, -0.06, 0.11], [0.43, -2.39, 0.02], [-0.06, -0.14, 0.13], [0.11, -0.04, -0.25], [0.09, 0.24, 0.15], [-0.22, -0.08, 0.07], [-0.14, -0.19, 0.00], [-0.20, 0.24, 0.01], [0.05, -0.10, -0.26], [0.13, -0.15, 0.18], [0.34, 0.13, 0.03], [0.22, -0.19, 0.18], [0.02, -0.02, -0.30], [-0.25, -0.07, 0.07], [-0.31, 0.02, 0.10], [-0.07, -0.07, -0.26], [0.03, -0.12, 0.17], [-0.06, 0.27, 0.05], [5.92, 0.90, 0.93], [-3.87, -0.51, -0.22], [0.39, -0.53, 1.11], [-0.46, -0.15, 2.77], [0.21, -0.27, -1.13], [0.53, 0.17, -0.09], [-0.32, 0.17, 0.06], [-0.01, 0.17, -0.20], [-0.17, -0.24, -0.01], [-0.14, -0.14, -0.04], [0.13, -0.04, 0.25], [-0.39, 0.58, 0.11], [0.29, 0.03, 0.08], [0.17, 0.07, -0.13], [0.09, -0.06, -0.22], [0.02, 0.01, 0.07], [-0.08, -0.28, 0.03], [-0.08, -0.59, 0.27], [0.08, 0.30, 0.38], [-0.04, 0.03, 0.02], [0.02, 0.13, -0.28], [0.03, 0.01, -0.21], [0.06, -0.27, -0.33], [-0.02, 0.38, 0.05], [-0.23, 0.14, -0.19], [-0.22, -0.20, -0.15], [-0.05, -0.29, 0.18], [0.14, 0.00, 0.32], [-0.02, 0.35, 0.06], [0.25, 0.21, -0.10], [0.30, -0.17, -0.11], [0.03, -0.32, 0.24], [-0.36, -0.09, 0.06], [0.06, 0.02, 0.35], [-0.05, 0.29, 0.18], [-0.03, 0.23, -0.23], [0.03, -0.09, -0.35], [0.06, -0.24, -0.09]]}

=====

No. 6
{"formula": "C6H12O", "method": "wB97M-V/def2-TZVPD", "lumo_energy_ev": [0.374, 0.637], "total_energy_ev": -8458.38471, "e_homo_ev": [-7.3012, -7.1983], "molar_mass_da": 100.2, "charge": 0, "species": ["C", "C", "C", "O", "C", "C", "C", "H", "H", "H", "H", "H", "H", "H", "H", "H", "H", "H", "H"], "positions_angstrom": [[2.1486, -0.2869, -0.1972], [1.2067, 0.5403, 0.6235], [-0.0566, 1.3451, -1.1811], [-0.5770, 0.0302, -1.2533], [-1.1067, -0.0021, 0.0295], [-2.2371, -1.0091, 0.1176], [0.0148, -0.1084, 1.1414], [3.0443, 0.2676, -0.4929], [1.6369, -0.6502, -1.1055], [2.4866, -1.1860, 0.3432], [1.6188, 1.3952, 1.1522], [-0.7766, 1.9913, -1.7256], [0.9502, 1.4571, -1.5933], [-0.7043, 1.4453, -0.0218], [-3.1046, -0.6508, -0.4410], [-2.5346, -1.1947, 1.1540], [-1.9750, -1.9865, -0.3209], [0.1830, -1.1858, 1.3021], [-0.4001, 0.3231, 2.0578]], "forces_ev_per_a": [[0.02, 0.07, -0.12], [0.66, -0.20, 0.44], [-0.44, 0.22, -0.15], [0.09, -0.25, 0.06], [-0.21, -0.89, 0.11], [-0.13, 0.13, 0.05], [-0.40, 0.03, -0.17], [-0.15, -0.03, 0.02], [0.11, 0.06, 0.13], [-0.12, 0.23, -0.08], [-0.09, -0.05, -0.11], [0.51, -0.08, 0.38], [-0.20, -0.02, 0.01], [-0.05, 0.14, -0.37], [0.02, 0.03, 0.07], [0.04, 0.17, -0.10], [0.20, 0.32, 0.05], [-0.01, 0.22, -0.11], [0.15, -0.11, -0.11]]}